# 1
Here is a 2-piece molecular cluster, C33H29BCl2O4 overall in a non-equilibrium geometry from the OMol25 dataset. Energies are from ωB97M-V/def2-TZVPD.

molecular weight: 571.31 Da
multiplicity: 1
maximum force: 5.64 eV/Å
total energy: -2520.66582 Eh
lowest unoccupied orbital energy: -2.34 eV

Geometry as XYZ:
```
69
C33H29BCl2O4 | the OMol25 dataset | ωB97M-V/def2-TZVPD
Cl 0.65096 -1.20272 -6.10780
Cl 0.72518 5.92515 -0.13756
O 3.97101 -2.05557 -0.06513
O 3.36896 -0.86058 2.50219
O -2.79066 -1.26937 -0.01184
O -3.22522 2.33283 -0.07272
C 0.41474 -1.06068 -4.43010
C -0.57370 -1.81271 -3.78743
C 2.59814 0.09168 1.82037
C 1.29022 -0.25894 -3.67692
C 2.68083 0.73081 3.98327
C -4.00241 3.02871 -0.92955
C 2.07174 1.01109 2.73448
C 2.64642 -1.57752 0.15257
C -4.43611 -2.73967 1.09331
C 3.87421 -3.42957 -0.04374
C -4.40734 2.22481 -1.96551
C -0.86628 0.13500 -0.45429
C -0.58389 3.83596 -1.22651
C 2.56199 -3.86696 0.08193
C -3.07956 1.06833 -0.59557
C -0.22453 -0.53808 -1.75310
C -2.54587 0.34502 1.63508
C 4.36078 -1.14070 4.63796
C -3.25373 -0.70872 2.14888
C 5.15306 -4.08186 -0.20925
C 1.45501 3.30037 -0.08399
C 0.53901 4.26568 -0.51528
C -3.50146 -1.59591 1.09359
C -2.24986 0.10444 0.08551
C -3.82005 0.94279 -1.74785
C 1.78168 -2.69118 0.19616
C 3.43863 -0.42036 3.78329
C 1.16025 1.94294 -0.20594
C -0.13820 1.53058 -0.55322
C 1.05089 -0.16864 -2.29693
C -0.79799 -1.63832 -2.42018
C -0.80513 2.46759 -1.36511
C -4.33399 4.35901 -0.49693
B 2.80516 -0.10893 0.38491
H 2.60277 1.33616 4.89019
H -1.50171 2.09850 -2.13622
H -4.74690 -2.98235 2.10401
H -3.88408 0.06468 -2.38998
H 5.06897 -5.16359 -0.04964
H -4.91355 4.31256 0.43955
H -5.09171 2.49332 -2.76321
H 5.52977 -3.85610 -1.21496
H -3.43554 4.97868 -0.32037
H -5.34278 -2.51401 0.51872
H 3.83308 -1.55289 5.50552
H 1.34361 1.78733 2.51349
H 2.04029 1.18876 -0.07959
H 5.84725 -3.66285 0.52833
H -3.57034 -0.85420 3.20426
H -4.01052 -3.63692 0.63140
H 2.22981 -4.90469 0.18143
H 2.37329 3.66084 0.38819
H 5.13190 -0.45226 5.01187
H -1.32064 4.53337 -1.60199
H -4.94968 4.84191 -1.25427
H -2.48008 1.30117 2.22823
H 0.69801 -2.65998 0.21930
H -1.21463 -2.47356 -4.35993
H 1.88735 0.24440 -1.72283
H 4.80165 -1.95537 4.06035
H -0.53326 -0.55163 0.32823
H -1.48866 -2.28127 -1.87186
H 2.13347 0.24420 -4.16927
```



# 2
Here is C33H29F12N5O9PTc as an isolated structure from the OMol25 dataset. Energies are from ωB97M-V/def2-TZVPD.

molecular weight: 996.57 Da
multiplicity: 1
energy relative to the best compared isomer or geometry (same formula, charge and spin): 3.946 eV
net charge: +2
maximum force: 0.73 eV/Å
total energy: -3845.63884 Eh
lowest unoccupied orbital energy (spin up / spin down): -8.56 / -8.56 eV

Geometry as XYZ:
```
90
C33H29F12N5O9PTc | the OMol25 dataset | ωB97M-V/def2-TZVPD
Tc 0.10308 0.57029 1.53338
P 2.35852 0.70661 0.76447
F -2.10133 -3.62719 -0.38645
F -3.06465 4.32543 0.90492
F -3.96872 -0.56606 0.46933
F 0.20070 4.11174 2.41184
F -2.28815 2.92368 2.36977
F -3.42223 0.20127 -1.46033
F -0.79228 5.63798 1.27131
F -2.99555 2.21048 0.45452
F -3.88179 -1.88783 -1.25038
F 1.01011 4.71300 0.49756
F -0.56296 -2.85291 0.89987
F -2.62599 -2.58453 1.44095
O 0.43242 -0.87743 2.56156
O -0.26129 2.16804 0.79615
O 1.47472 2.13644 5.09280
O 1.56046 -1.19228 8.66191
O 0.16832 -4.52699 3.43095
O -1.30002 -0.32129 0.64038
O 1.37716 -3.29863 8.19075
O 1.06311 1.50792 3.00950
O 1.63845 -3.41912 2.28779
N 0.43115 -1.75952 -1.31326
N 0.84459 -3.94546 -2.17360
N -1.04348 1.24423 -1.51526
N 1.40648 -2.12142 7.90213
N 0.89800 -3.58299 3.24581
C -1.53638 5.16296 -2.86151
C -0.12448 4.49212 1.18706
C 3.25386 -0.71321 1.40587
C -1.06746 3.59093 -1.05025
C -1.20099 4.87968 -1.52779
C 2.46235 0.68627 -1.02870
C -1.79061 -1.20026 -0.31725
C 2.11003 -4.07436 -1.45376
C -1.20177 2.52000 -1.97526
C -1.71748 6.58094 -3.30369
C -0.99614 -2.02675 -4.06656
C -3.29340 -0.84791 -0.62964
C 1.21018 -1.78485 6.46550
C -2.36355 3.21422 1.06976
C -1.33847 -3.06819 -5.05415
C -1.78615 4.10155 -3.72353
C -0.47066 -0.81049 -4.47400
C -0.90249 -1.17773 -1.60335
C -1.16538 -2.34102 -2.62826
C -0.37044 0.25108 -3.59870
C 0.21742 -5.18743 -2.61341
C -1.77748 -2.59841 0.41566
C -0.93127 3.36333 0.45946
C 1.15688 1.28301 4.31127
C 0.15766 -2.82291 -2.02019
C 1.22196 -0.46319 6.08521
C 1.06245 -2.82907 5.56753
C 0.79560 -1.17172 3.83973
C 1.01300 -0.14396 4.74748
C 0.88950 -2.50597 4.24246
C 3.22306 2.20579 1.25720
C -1.62798 2.80340 -3.28410
C -0.80246 0.20332 -2.23249
H 1.94603 1.56388 -1.42452
H 2.71352 -1.63598 1.20029
H -1.48877 6.69640 -4.36200
H 1.39516 0.32219 6.80760
H 2.58180 -3.09777 -1.37258
H 4.23675 -0.74328 0.93108
H -1.07606 5.72465 -0.86900
H 2.81225 3.05899 0.72166
H -2.75662 6.88526 -3.15424
H -1.16057 -2.74869 -6.07675
H -0.77662 -3.98432 -4.85500
H 4.26610 2.07176 0.95592
H -2.13744 4.29282 -4.72989
H 3.51807 0.74476 -1.30402
H -0.18656 -0.67731 -5.51007
H 2.00502 -0.22380 -1.41648
H -2.39427 -3.33444 -4.92972
H -1.08909 7.25986 -2.72952
H -0.82606 -5.01859 -2.86885
H 3.16205 2.37932 2.32503
H 0.24084 -5.91399 -1.80004
H -2.03611 -2.96925 -2.45876
H 3.38856 -0.60082 2.48180
H -1.94018 1.98658 -3.92292
H 1.10620 -3.85656 5.90042
H 0.07031 1.17787 -3.95017
H 2.76541 -4.74062 -2.01220
H 1.94772 -4.47784 -0.45212
H 0.74482 -5.60567 -3.47093
```



# 3
Here is C33H29FeN9O2S2 as an isolated structure in a non-equilibrium geometry from the OMol25 dataset. Energies are from ωB97M-V/def2-TZVPD.

molecular weight: 703.64 Da
multiplicity: 6
energy relative to the best compared isomer or geometry (same formula, charge and spin): 1.271 eV
net charge: +1
maximum force: 2.10 eV/Å
total energy: -3978.14881 Eh
expectation value of S²: 8.764
lowest unoccupied orbital energy (spin up / spin down): -3.29 / -4.71 eV

Geometry as XYZ:
```
76
C33H29FeN9O2S2 | the OMol25 dataset | ωB97M-V/def2-TZVPD
Fe -0.05729 -0.63881 2.01243
S 1.45811 0.49739 -0.89937
S -2.33649 -1.48231 1.84683
O 0.09651 -3.01141 -1.82137
O 0.45001 -2.13791 0.50943
N -2.17269 0.47439 0.01423
N 0.69461 1.75289 -3.06417
N -1.24729 0.96609 0.82793
N -3.44099 -1.33891 -0.55467
N 2.28601 -2.74741 1.68403
N 1.74761 -2.04611 2.65303
N 0.80991 1.61689 2.28793
N 0.38411 -0.53411 -3.08277
N 0.21211 -0.78841 4.39453
C 0.68151 -0.94831 7.12823
C -0.52179 -0.09661 5.25253
C -1.63369 -1.34671 -6.04667
C 0.34111 -0.18761 -6.77027
C 0.77041 -0.08261 -5.45747
C 3.86181 -4.71071 -1.65287
C 1.59001 -2.72431 0.55823
C 1.33771 -3.55171 -1.76357
C -3.89449 4.76679 0.66913
C 1.21421 -1.55401 4.87093
C 1.86681 1.90469 3.03253
C 1.22071 4.19029 3.22953
C -2.07419 3.20929 0.46213
C 1.46091 -1.66871 6.24373
C 2.11121 3.17249 3.54203
C 1.96581 -2.29661 3.89583
C -3.91719 4.93409 -0.70547
C 3.37361 -4.04251 -0.55207
C -0.86459 -0.80461 -7.06527
C -2.11009 3.37139 -0.92017
C -1.20809 -1.25701 -4.73387
C -2.97629 3.91199 1.25473
C 2.11171 -3.44831 -0.59417
C 0.15461 3.91719 2.39133
C -0.03169 2.60949 1.93643
C -2.63769 -0.70381 0.30953
C -0.01929 -0.60171 -4.43507
C -1.13319 2.23209 1.05913
C -0.32019 -0.12711 6.62373
C 1.85511 -4.20071 -2.87887
C -3.01799 4.24019 -1.49847
C 0.79891 0.56289 -2.45077
C 3.10771 -4.77291 -2.81927
H 1.35851 5.18829 3.61733
H -0.07719 -2.64471 -0.90747
H 1.72621 0.36899 -5.23127
H -4.59479 5.30309 1.29113
H 0.95681 0.20529 -7.56617
H 0.84521 -1.03181 8.19383
H 2.96421 3.35199 4.17873
H 1.11381 2.56289 -2.64207
H -1.19449 -0.88701 -8.08987
H -1.42119 2.81319 -1.53587
H -3.94969 -2.14771 -0.23967
H 2.64331 -3.08821 4.20383
H -0.53939 4.69049 2.10163
H 4.82661 -5.18691 -1.61827
H 3.48881 -5.28351 -3.68907
H -2.56669 -1.84141 -6.27127
H 2.23831 -2.32691 6.59973
H 0.25731 -1.39871 -2.54797
H -3.02499 4.37349 -2.57017
H 3.94211 -3.95651 0.36043
H -2.97439 3.76619 2.32533
H 1.25691 -4.25061 -3.77477
H -0.94079 0.46169 7.27893
H -1.31299 0.49909 4.81583
H -3.77459 -0.84331 -1.36467
H 2.54901 1.08569 3.22423
H 0.27651 1.82719 -3.97867
H -4.63619 5.60039 -1.15807
H -1.78399 -1.68881 -3.92907
```



# 4
Here is C33H29GeN2O2Pd as an isolated structure in a non-equilibrium geometry from the OMol25 dataset. Energies are from ωB97M-V/def2-TZVPD.

molecular weight: 664.64 Da
multiplicity: 2
energy relative to the best compared isomer or geometry (same formula, charge and spin): 0.000 eV
net charge: -2
maximum force: 1.32 eV/Å
total energy: -3739.69927 Eh
expectation value of S²: 0.781
lowest unoccupied orbital energy (spin up / spin down): 4.69 / 4.69 eV

Geometry as XYZ:
```
68
C33H29GeN2O2Pd | the OMol25 dataset | ωB97M-V/def2-TZVPD
Pd -0.14032 0.13967 -1.07977
Ge 1.01227 1.08078 0.70462
O -1.46668 -0.70938 -2.47695
O -0.37314 -1.59501 0.06542
N 2.43029 -1.07136 -2.37355
N 0.52981 1.48043 -2.43249
C 2.59397 -0.35642 2.67811
C 1.60607 -5.21254 -0.60072
C 1.25123 -2.88520 -1.23121
C -2.13453 0.11001 -3.21498
C 0.31810 -2.67906 -0.16871
C -3.47876 -0.19379 -3.53844
C -2.24571 3.86448 0.96421
C 1.39599 -1.78749 -2.22651
C -1.54793 1.34848 -3.79352
C -0.42942 -2.07255 5.01612
C 1.94745 -1.78419 4.49907
C 1.90278 -4.09992 -1.38646
C 0.09168 -3.80346 0.67059
C -1.30256 2.92517 0.56439
C -4.20343 0.55386 -4.48006
C 2.84141 1.90713 0.54881
C -3.61976 1.68561 -5.04800
C -0.17509 2.61727 1.35292
C 0.24617 -0.66405 3.11635
C 1.29126 -0.06826 2.33993
C -2.09300 -1.08152 3.53697
C -2.34293 2.06904 -4.69783
C 1.91434 1.34811 -2.75448
C -0.99631 4.27091 2.95266
C -0.02363 3.36330 2.52184
C 2.31397 -0.00032 -3.37945
C 0.69334 -5.03145 0.44526
C -2.12725 4.49238 2.17942
C 0.58716 -1.47312 4.21388
C 2.92014 -1.24264 3.74561
C -0.22020 1.76340 -3.51397
C -1.12718 -0.52931 2.76119
C -1.72599 -1.86960 4.68262
H -3.93134 -1.05360 -3.09673
H 3.97264 -1.47210 3.93053
H 0.55043 -1.66064 -2.90736
H 2.61762 -4.14255 -2.18755
H 0.41696 -5.83334 1.11430
H -1.90427 2.98265 -5.13093
H -0.87444 4.81303 3.89055
H -1.42414 2.41112 -0.39400
H -0.14793 -2.73668 5.82913
H 2.18402 -2.44116 5.31989
H 1.56849 -0.21480 -4.17883
H 2.15149 2.08326 -3.54603
H -2.87151 5.20498 2.47648
H 0.15826 2.54425 -4.18847
H -2.51998 -2.32212 5.25429
H -3.14478 4.03813 0.34911
H 2.11604 -6.15383 -0.76330
H -5.23491 0.28413 -4.72798
H 3.57207 1.28239 0.03005
H -1.45306 0.03278 1.89997
H 3.20764 2.16513 1.51605
H 2.53010 1.55378 -1.87664
H 2.73741 2.81619 -0.05791
H 3.39847 0.04942 2.09249
H -0.62218 -3.61058 1.44984
H 3.30584 0.11383 -3.86191
H 0.86325 3.20651 3.13235
H -3.12464 -0.99463 3.23736
H -4.21114 2.24507 -5.76759
```



# 5
Here is C33H29N3P2S3Sn as an isolated structure from the OMol25 dataset. Energies are from ωB97M-V/def2-TZVPD.

molecular weight: 744.48 Da
multiplicity: 1
energy relative to the best compared isomer or geometry (same formula, charge and spin): 0.000 eV
net charge: +2
maximum force: 0.50 eV/Å
total energy: -3530.32298 Eh
lowest unoccupied orbital energy: -4.89 eV

Geometry as XYZ:
```
71
C33H29N3P2S3Sn | the OMol25 dataset | ωB97M-V/def2-TZVPD
Sn -1.92225 -1.14170 -1.26442
S -0.77191 -2.43719 0.56778
S 1.40104 -0.38140 -1.88862
S -3.73400 -3.05941 -1.06245
P 1.49909 1.35911 -0.86539
P 0.50357 -0.89721 0.98263
N -4.22936 0.74095 -0.03610
N -3.31597 -0.19515 0.28120
N -4.58041 -4.93443 -2.67650
C -0.75008 1.30051 4.78461
C 5.46864 2.36239 1.08957
C 0.05446 -0.68315 3.69136
C 4.18997 0.93524 -0.36131
C -4.84522 -5.63067 -3.80447
C 0.31790 0.18785 -0.39444
C 3.00418 -0.84472 2.14362
C 4.33826 3.12413 1.36568
C 3.13163 2.80285 0.77056
C 1.32818 3.09339 -2.98811
C 0.76872 4.15044 -3.68575
C 4.71725 -2.47740 1.73531
C -4.41104 -5.16169 -5.00825
C -0.31653 -0.01947 4.84814
C 2.56888 -2.72794 0.69016
C -0.45965 1.29173 2.40112
C -0.71508 4.59971 -1.83948
C -3.90163 -3.76201 -2.63013
C 3.05991 1.70245 -0.08893
C 5.39637 1.27695 0.22813
C -3.69892 -3.95609 -5.02208
C -0.25149 4.89907 -3.11371
C -0.82811 1.95386 3.56334
C -3.40704 -0.36382 1.59829
C 0.85667 2.78654 -1.71359
C -4.38938 0.47449 2.13116
C 4.28928 -1.31217 2.35830
C -0.16812 3.53710 -1.13859
C 3.86071 -3.18352 0.90162
C -0.01051 -0.02431 2.46310
C -4.89381 1.16279 1.05128
C 2.13810 -1.55541 1.30934
C -3.44709 -3.26719 -3.85832
H 6.41481 2.62472 1.54466
H -0.26236 -0.52767 5.80147
H -2.90800 -2.33242 -3.88223
H -3.34520 -3.55500 -5.96309
H 2.67606 0.06274 2.63632
H 1.12814 4.39007 -4.67718
H 4.19353 -4.09763 0.42881
H 2.25528 3.41034 0.96852
H 4.12528 0.08030 -1.02150
H -0.53376 3.30487 -0.14531
H -4.91020 -5.30280 -1.79228
H -0.53799 1.79030 1.44297
H -5.66966 1.90649 0.97552
H -4.61901 -5.71275 -5.91226
H -1.17745 2.97706 3.51602
H 5.72030 -2.84438 1.91006
H 4.95468 -0.77244 3.01907
H -1.50042 5.19478 -1.39296
H -2.77873 -1.08712 2.09205
H 1.89222 -3.28792 0.05773
H -0.68669 5.72209 -3.66486
H 6.28219 0.69416 0.01369
H -4.69678 0.55778 3.15838
H 0.39479 -1.71083 3.74502
H -1.02543 1.82026 5.69291
H -5.40137 -6.54734 -3.67445
H 2.12761 2.51432 -3.43459
H 4.40289 3.97283 2.03283
H -4.35994 1.02971 -0.99095
```



# 6
Here is C33H29N6O4Se2SiY as an isolated structure from the OMol25 dataset. Energies are from ωB97M-V/def2-TZVPD.

molecular weight: 848.54 Da
multiplicity: 1
energy relative to the best compared isomer or geometry (same formula, charge and spin): 0.000 eV
net charge: -2
maximum force: 0.58 eV/Å
total energy: -7035.38701 Eh
lowest unoccupied orbital energy: 4.03 eV

Geometry as XYZ:
```
76
C33H29N6O4Se2SiY | the OMol25 dataset | ωB97M-V/def2-TZVPD
Y 0.96834 -1.19359 -0.66417
Se 0.48585 -1.08131 -3.27663
Se 4.61742 -4.93873 0.57636
Si -1.09109 0.86352 -0.28250
O 2.91742 3.34239 -4.91498
O 1.60272 -0.04209 1.36910
O 0.17223 -0.92285 5.21064
O 0.81233 2.70262 -6.70929
N 2.73989 -2.75258 -0.19449
N 1.12168 2.03200 -4.43906
N 0.19203 -2.16654 1.57907
N 0.43722 -1.49323 2.72414
N 3.03176 0.30108 -1.26757
N -0.29252 -3.43393 -0.72090
C -5.36881 0.40518 -2.27147
C -3.52448 -0.48835 -1.01472
C 4.27562 -0.10972 -1.50129
C 1.05192 1.10897 5.98746
C -2.15278 2.08517 4.18225
C 5.03941 0.37071 -2.55525
C 2.20298 2.61464 4.50350
C -1.56591 1.39946 1.50411
C 1.72399 2.29545 5.77004
C -2.81483 0.71231 -1.10504
C -2.55344 0.85972 3.66637
C 3.47054 -3.60652 0.10292
C -4.67768 1.60184 -2.39501
C 1.99844 1.72439 3.46652
C -1.13386 -5.31662 -1.92118
C -1.19033 2.62953 2.04690
C -2.25287 0.52747 2.35416
C 3.14124 1.63904 -3.24861
C -3.42439 1.74737 -1.81564
C -0.68700 -4.01367 0.42621
C 0.30263 2.73650 -5.38986
C -1.32386 -5.25103 0.45355
C -1.54538 -5.91023 -0.74211
C 2.47855 1.15705 -2.12593
C 2.39772 2.41801 -4.27877
C 1.13225 -0.37327 2.48114
C 0.83758 0.21221 4.93806
C -0.42004 -3.28436 1.65871
C 1.32386 0.52130 3.65758
C -4.78404 -0.64397 -1.57516
C 4.45539 1.25392 -3.44822
C -1.46656 2.97001 3.36426
C -0.51667 -4.07248 -1.86993
H 1.87131 2.98215 6.59635
H 0.06548 -1.39276 4.33339
H 2.34770 1.93532 2.46384
H -2.03419 -6.87727 -0.74961
H 4.98798 1.62426 -4.31557
H 0.66265 0.84917 6.96386
H -0.72920 -3.69552 2.61813
H -0.19482 -3.52699 -2.75380
H 1.69748 3.08845 -6.62152
H -2.55254 -0.44950 1.98400
H 1.46528 1.47884 -1.91105
H -6.34716 0.28642 -2.72388
H -1.28375 -5.79117 -2.88128
H -0.67161 2.23185 -0.79441
H -3.07020 0.14716 4.29935
H -5.30237 -1.59239 -1.48297
H -2.35293 2.33646 5.21753
H 6.05175 0.01666 -2.69247
H -0.65549 3.33672 1.42073
H -5.11580 2.42713 -2.94662
H -1.13235 3.92497 3.75579
H 2.72305 3.54766 4.32837
H -1.62645 -5.67719 1.40085
H -0.67984 2.27179 -5.40399
H 4.65987 -0.85926 -0.81937
H 0.21537 3.78012 -5.06640
H -3.06949 -1.33568 -0.50849
H 0.82778 1.10323 -4.08722
H -2.90195 2.69259 -1.91880
```



- Which value of total energy does entry 6 give?
  -7035.38701 Eh